# 1
{
  "formula": "C32H74AsF12O28S8",
  "method": "ωB97M-V with the def2-TZVPD basis set",
  "total_charge": -1,
  "homo_lumo_gap_ev": 10.66,
  "energy_ev": -271842.2429,
  "homo_ha": -0.3407,
  "max_force_ev_per_a": 4.6,
  "elements": ["As", "F", "F", "F", "F", "F", "F", "O", "S", "O", "O", "C", "C", "C", "H", "H", "H", "H", "H", "H", "H", "H", "O", "S", "O", "O", "C", "C", "C", "H", "H", "H", "H", "H", "H", "H", "H", "O", "S", "O", "O", "C", "C", "C", "H", "H", "H", "H", "H", "H", "H", "H", "O", "S", "O", "O", "C", "C", "C", "H", "H", "H", "H", "H", "H", "H", "H", "O", "S", "O", "O", "C", "C", "C", "H", "H", "H", "H", "H", "H", "H", "H", "O", "S", "O", "O", "C", "C", "C", "H", "H", "H", "H", "H", "H", "H", "H", "O", "S", "O", "O", "C", "C", "C", "H", "H", "H", "H", "H", "H", "H", "H", "O", "S", "O", "O", "C", "C", "C", "H", "H", "H", "H", "H", "H", "H", "H", "C", "C", "O", "C", "O", "C", "F", "F", "F", "H", "H", "H", "H", "H", "C", "C", "O", "C", "O", "C", "F", "F", "F", "H", "H", "H", "H", "H"],
  "coordinates": [[0.3253, 2.1984, -0.3060], [1.0530, 2.7375, 1.1939], [1.9415, 2.0107, -1.0645], [-0.3268, 1.6523, -1.9085], [-1.3630, 2.3044, 0.3697], [0.2360, 3.9209, -0.8824], [0.4781, 0.5358, 0.2665], [5.4346, -1.8305, 7.5818], [5.7577, -3.2481, 7.3687], [7.0660, -3.8148, 7.7339], [4.5277, -4.0918, 8.1870], [4.6982, -5.4410, 8.5488], [3.6357, -5.7351, 9.6846], [5.1179, -3.6349, 5.5967], [5.7135, -5.6243, 8.9005], [4.4254, -6.0964, 7.7217], [3.9583, -6.6634, 10.1559], [2.7058, -5.8555, 9.1289], [3.6170, -4.8759, 10.3550], [4.9716, -4.7088, 5.4807], [5.8470, -3.2245, 4.8981], [4.2273, -3.0170, 5.4820], [-6.2155, 10.9202, 2.0001], [-6.8744, 10.2717, 0.9080], [-7.9379, 9.2865, 1.1316], [-7.4926, 11.5418, -0.0187], [-8.4142, 11.2377, -1.0530], [-8.4054, 12.4661, -1.9958], [-5.7270, 9.5448, -0.2634], [-9.4046, 11.1353, -0.6093], [-8.1203, 10.3584, -1.6262], [-8.6432, 13.4139, -1.5128], [-9.1590, 12.3192, -2.7695], [-7.4343, 12.5119, -2.4887], [-5.0707, 10.3496, -0.5944], [-6.3077, 9.2197, -1.1266], [-5.2399, 8.7438, 0.2927], [-10.9430, 1.5444, 2.0157], [-9.5249, 1.1752, 2.0648], [-8.6885, 1.7114, 3.1812], [-9.3330, -0.4264, 1.9059], [-8.0879, -1.0050, 1.9967], [-8.1581, -2.5222, 1.7619], [-8.6292, 1.6424, 0.4856], [-7.6012, -0.7309, 2.9327], [-7.3894, -0.7177, 1.2108], [-7.1734, -2.9809, 1.8525], [-8.5400, -2.6564, 0.7499], [-8.8548, -3.0558, 2.4084], [-7.5598, 1.6739, 0.6946], [-9.1262, 2.5498, 0.1425], [-8.8753, 0.8980, -0.2715], [-0.2047, -7.3954, -3.9748], [0.7561, -6.3608, -4.3510], [2.0220, -6.6878, -4.9232], [-0.0008, -5.2918, -5.3374], [0.7634, -4.4787, -6.2214], [-0.1176, -3.3240, -6.5925], [0.9754, -5.2054, -2.9418], [1.0075, -5.0023, -7.1457], [1.6413, -4.0298, -5.7566], [0.4263, -2.5949, -7.1930], [-0.6197, -2.8113, -5.7720], [-0.9570, -3.4636, -7.2737], [1.3846, -5.6962, -2.0588], [0.0180, -4.7754, -2.6475], [1.6599, -4.3904, -3.1774], [0.2903, -8.4566, 4.9178], [-1.1209, -8.0487, 4.8711], [-1.9490, -8.2092, 3.6874], [-1.9698, -8.6730, 6.1376], [-1.6864, -9.9766, 6.5771], [-2.0014, -11.0671, 5.5415], [-1.3047, -6.3080, 5.3981], [-2.1714, -10.2276, 7.5204], [-0.6188, -9.9737, 6.7969], [-1.5615, -12.0309, 5.7980], [-1.4862, -10.8270, 4.6114], [-3.0844, -11.1899, 5.5266], [-0.6362, -6.1749, 6.2487], [-2.3380, -6.0344, 5.6115], [-0.8477, -5.6997, 4.6175], [-4.0905, 0.7116, 11.5462], [-2.9785, 0.0833, 10.8632], [-2.8474, -1.3599, 10.7226], [-2.8023, 0.7503, 9.3391], [-3.1107, 2.1148, 9.2772], [-2.1945, 2.8288, 8.2989], [-1.3850, 0.6449, 11.5816], [-2.9873, 2.5971, 10.2468], [-4.1299, 2.2176, 8.9048], [-2.1493, 2.3408, 7.3253], [-1.1772, 2.7907, 8.6884], [-2.5589, 3.8172, 8.0188], [-1.3390, 0.3270, 12.6232], [-1.3901, 1.7340, 11.5362], [-0.5308, 0.3451, 10.9745], [-7.5417, 4.5778, -9.2902], [-7.9477, 4.4274, -7.9137], [-7.9652, 5.5047, -6.9875], [-9.4911, 3.7476, -7.8439], [-9.8952, 3.0422, -8.9811], [-11.0005, 3.7865, -9.7557], [-6.9836, 2.9410, -7.2513], [-10.3571, 2.0786, -8.7661], [-9.0828, 2.6578, -9.5978], [-10.6096, 4.6096, -10.3538], [-11.8220, 4.1985, -9.1696], [-11.4353, 3.2203, -10.5793], [-6.8462, 2.1732, -8.0126], [-7.4191, 2.6585, -6.2928], [-6.0034, 3.3878, -7.0849], [2.7877, 6.1735, -9.2136], [2.8619, 4.7802, -8.7696], [1.8903, 3.8203, -9.2478], [4.3595, 4.2420, -9.1523], [5.5248, 5.0660, -8.8166], [6.3552, 4.1370, -7.8752], [2.8974, 4.6635, -6.9796], [5.1295, 5.9994, -8.4158], [6.0555, 5.2822, -9.7438], [7.1498, 4.8260, -7.5888], [6.7070, 3.1659, -8.2234], [5.7793, 3.8521, -6.9948], [3.1287, 3.6218, -6.7572], [1.8790, 4.8003, -6.6159], [3.5021, 5.5082, -6.6497], [8.6333, 3.6326, 2.6366], [9.6001, 3.7881, 1.4961], [10.6802, 2.9047, 1.7357], [11.7616, 2.8669, 0.9278], [11.8804, 3.6388, -0.0438], [12.8486, 1.8301, 1.2961], [13.0819, 1.1252, 0.2279], [13.8958, 2.5645, 1.6108], [12.4350, 1.0625, 2.3143], [8.2682, 2.6071, 2.5807], [7.8219, 4.3535, 2.5367], [9.1897, 3.8555, 3.5470], [10.0663, 4.7719, 1.5505], [9.1592, 3.6996, 0.5031], [10.8625, -8.4578, -4.4529], [9.5538, -7.7990, -4.1621], [9.5707, -6.4401, -4.5686], [8.7020, -5.4966, -3.9924], [8.0956, -5.6227, -2.9468], [8.7421, -4.1661, -4.6475], [9.0585, -4.1706, -5.9482], [7.5682, -3.5757, -4.5648], [9.5756, -3.4339, -3.8697], [11.6940, -7.7906, -4.2261], [10.9416, -8.8079, -5.4821], [10.9076, -9.3156, -3.7819], [9.3846, -7.7189, -3.0883], [8.7006, -8.3129, -4.6048]],
  "lowdin_charge": [0.8686, -0.2845, -0.3183, -0.3258, -0.3201, -0.3223, -0.2977, -0.3139, 0.7285, -0.3150, -0.2947, -0.2956, -0.0478, -0.0727, 0.1066, 0.1090, 0.0714, 0.0688, 0.0768, 0.0566, 0.0588, 0.0632, -0.2743, 0.6560, -0.3046, -0.2793, -0.2878, -0.0648, -0.1119, 0.1183, 0.1073, 0.0767, 0.0730, 0.0745, 0.0753, 0.0612, 0.0804, -0.2963, 0.7006, -0.3228, -0.2674, -0.3263, -0.0569, -0.0945, 0.1228, 0.1127, 0.0828, 0.0767, 0.0756, 0.0683, 0.0619, 0.0628, -0.2935, 0.6406, -0.2857, -0.2726, -0.2828, -0.0885, -0.1079, 0.1240, 0.1205, 0.0811, 0.0856, 0.0745, 0.0664, 0.0715, 0.0667, -0.3000, 0.6671, -0.2947, -0.2689, -0.2947, -0.0650, -0.1061, 0.1214, 0.1050, 0.0762, 0.0688, 0.0817, 0.0635, 0.0756, 0.0700, -0.2889, 0.6728, -0.2981, -0.2509, -0.3297, -0.0639, -0.1078, 0.1028, 0.1250, 0.0819, 0.0771, 0.0837, 0.0691, 0.0526, 0.0742, -0.2967, 0.6617, -0.2651, -0.2527, -0.3251, -0.0706, -0.0819, 0.1118, 0.1111, 0.0692, 0.0780, 0.0713, 0.0646, 0.0656, 0.0588, -0.3118, 0.6292, -0.2897, -0.3003, -0.2175, -0.0590, -0.1148, 0.1028, 0.1160, 0.0732, 0.0796, 0.0645, 0.0796, 0.0763, 0.0718, -0.0566, -0.2369, 0.0073, -0.3137, 0.1122, -0.6011, 0.2099, 0.1908, 0.1714, 0.0865, 0.0865, 0.0838, 0.1254, 0.1345, -0.0642, -0.2409, -0.0041, -0.3119, 0.1698, -0.5718, 0.1737, 0.1878, 0.1619, 0.0861, 0.0790, 0.0814, 0.1199, 0.1333]
}

=====

# 2
{
  "formula": "C32H75N2",
  "method": "ωB97M-V with the def2-TZVPD basis set",
  "total_charge": 1,
  "homo_lumo_gap_ev": 9.46,
  "energy_ev": -37375.4842,
  "homo_ha": -0.4571,
  "max_force_ev_per_a": 0.6,
  "relative_energy_kj_mol": 13.5,
  "elements": ["C", "C", "C", "C", "C", "C", "N", "C", "C", "N", "H", "H", "H", "H", "H", "H", "H", "H", "H", "H", "H", "H", "H", "H", "H", "H", "H", "H", "H", "C", "C", "C", "C", "C", "C", "H", "H", "H", "H", "H", "H", "H", "H", "H", "H", "H", "H", "H", "H", "C", "C", "C", "C", "C", "C", "H", "H", "H", "H", "H", "H", "H", "H", "H", "H", "H", "H", "H", "H", "C", "C", "C", "C", "C", "C", "H", "H", "H", "H", "H", "H", "H", "H", "H", "H", "H", "H", "H", "H", "C", "C", "C", "C", "C", "C", "H", "H", "H", "H", "H", "H", "H", "H", "H", "H", "H", "H", "H", "H"],
  "coordinates": [[3.4178, 1.6354, 0.3778], [3.7903, 0.3595, -0.3866], [2.6014, -0.3196, -1.0754], [1.4741, -0.6609, -0.1040], [0.1220, -1.0868, -0.7128], [-0.3335, -0.1791, -1.8215], [-0.5882, 1.1789, -1.2335], [-1.8169, 1.1001, -0.3896], [-1.8410, -0.0943, 0.5789], [-0.9088, -1.2133, 0.3273], [4.1814, 2.4002, 0.2870], [3.2806, 1.4213, 1.4375], [2.4634, 2.0376, 0.0235], [4.5042, 0.6175, -1.1680], [4.2815, -0.3565, 0.2709], [2.2854, 0.3390, -1.8873], [2.9655, -1.2570, -1.4982], [1.3062, 0.1431, 0.6205], [1.8077, -1.5165, 0.4873], [0.2613, -2.0686, -1.1717], [-1.2906, -0.4977, -2.2322], [0.4006, -0.1146, -2.6147], [-0.7669, 1.8442, -1.9835], [0.2323, 1.4999, -0.7165], [-2.6592, 1.0391, -1.0754], [-1.9352, 2.0291, 0.1629], [-1.7022, 0.2706, 1.5952], [-2.8627, -0.4724, 0.5367], [-0.4199, -1.3888, 1.1919], [5.3213, -2.2921, -3.0413], [4.6559, -3.6044, -2.6369], [5.1691, -4.1631, -1.3106], [6.6616, -4.4963, -1.2902], [7.1092, -5.4899, -2.3613], [6.4354, -6.8541, -2.2483], [6.3934, -2.4098, -3.1979], [4.8965, -1.9062, -3.9694], [5.1812, -1.5351, -2.2645], [4.7878, -4.3413, -3.4324], [3.5749, -3.4484, -2.5514], [4.5913, -5.0549, -1.0539], [4.9666, -3.4346, -0.5164], [6.9110, -4.9011, -0.3050], [7.2445, -3.5768, -1.3917], [8.1908, -5.6176, -2.2811], [6.9292, -5.0746, -3.3569], [6.6282, -7.3028, -1.2719], [6.8106, -7.5387, -3.0090], [5.3539, -6.7850, -2.3769], [-7.7845, -0.4920, -3.1723], [-6.9260, -1.7380, -3.3729], [-5.8067, -1.8762, -2.3425], [-4.7980, -0.7285, -2.3511], [-4.0932, -0.4928, -3.6851], [-3.2586, -1.6761, -4.1655], [-7.2029, 0.4257, -3.2815], [-8.5917, -0.4528, -3.9032], [-8.2352, -0.4870, -2.1776], [-6.5095, -1.7377, -4.3840], [-7.5604, -2.6242, -3.3108], [-5.2863, -2.8250, -2.4977], [-6.2498, -1.9375, -1.3441], [-4.0418, -0.9291, -1.5778], [-5.2986, 0.1969, -2.0507], [-3.4423, 0.3860, -3.5842], [-4.8245, -0.2291, -4.4516], [-2.4953, -1.9455, -3.4288], [-2.7516, -1.4356, -5.1007], [-3.8651, -2.5631, -4.3442], [5.5797, 4.0231, 6.6416], [5.2929, 3.6800, 5.1830], [4.0765, 2.7740, 4.9980], [4.1860, 1.4051, 5.6728], [5.3931, 0.5728, 5.2431], [5.4039, 0.2494, 3.7528], [5.8101, 3.1333, 7.2287], [6.4321, 4.6974, 6.7233], [4.7200, 4.5145, 7.1016], [6.1764, 3.2154, 4.7367], [5.1246, 4.6046, 4.6249], [3.8936, 2.6410, 3.9264], [3.1921, 3.2843, 5.3926], [3.2726, 0.8389, 5.4606], [4.2117, 1.5330, 6.7574], [5.3928, -0.3595, 5.8123], [6.3188, 1.0887, 5.5092], [4.4965, -0.2924, 3.4700], [6.2596, -0.3732, 3.4900], [5.4595, 1.1558, 3.1463], [-7.8687, 3.9507, 2.6998], [-7.7262, 4.2117, 1.2032], [-7.6636, 2.9365, 0.3637], [-6.4840, 2.0167, 0.6819], [-5.1104, 2.6723, 0.5472], [-4.8158, 3.1691, -0.8659], [-7.0128, 3.4051, 3.1011], [-7.9470, 4.8864, 3.2532], [-8.7657, 3.3646, 2.9076], [-6.8390, 4.8258, 1.0217], [-8.5758, 4.8064, 0.8615], [-7.6441, 3.2064, -0.6959], [-8.5876, 2.3700, 0.5092], [-6.5295, 1.1491, 0.0140], [-6.5887, 1.6211, 1.6950], [-4.3521, 1.9352, 0.8400], [-5.0138, 3.4999, 1.2540], [-4.8841, 2.3462, -1.5831], [-3.8108, 3.5958, -0.9330], [-5.5141, 3.9438, -1.1794]],
  "lowdin_charge": [-0.0934, -0.2441, -0.2066, -0.1584, -0.3224, -0.0694, 0.0932, -0.1046, -0.1569, 0.0054, 0.0787, 0.0611, 0.0555, 0.1041, 0.1085, 0.1059, 0.0988, 0.1071, 0.1333, 0.1552, 0.1185, 0.1327, 0.1873, 0.1600, 0.1045, 0.1292, 0.1209, 0.1071, 0.1079, -0.1047, -0.2703, -0.2301, -0.2269, -0.2675, -0.1086, 0.0717, 0.0737, 0.0510, 0.1013, 0.0908, 0.1022, 0.1012, 0.1112, 0.1019, 0.1066, 0.0982, 0.0766, 0.0715, 0.0638, -0.1038, -0.2598, -0.2164, -0.2369, -0.2664, -0.1004, 0.0630, 0.0740, 0.0751, 0.1005, 0.1092, 0.1060, 0.1125, 0.0931, 0.0750, 0.0894, 0.1059, 0.0582, 0.0761, 0.0750, -0.1071, -0.2700, -0.2329, -0.2281, -0.2646, -0.1182, 0.0663, 0.0716, 0.0763, 0.0981, 0.1040, 0.0865, 0.1088, 0.1062, 0.1030, 0.1068, 0.1015, 0.0678, 0.0718, 0.0581, -0.1068, -0.2661, -0.2240, -0.2203, -0.2605, -0.1061, 0.0637, 0.0721, 0.0780, 0.0975, 0.1077, 0.1024, 0.1134, 0.0975, 0.1058, 0.0833, 0.1039, 0.0547, 0.0616, 0.0746]
}